1.
{"formula": "C7H22AgKN8O8", "method": "ωB97M-V/def2-TZVPD", "multiplicity": 2, "charge": 1, "homo_ha": [-0.448, -0.447], "mol_weight_g_mol": 493.267, "orbital_gap_ev": [7.897, 4.922], "lumo_ha": [-0.1575, -0.2661], "elements": ["Ag", "K", "C", "O", "O", "O", "C", "C", "O", "H", "H", "H", "H", "H", "H", "C", "O", "N", "N", "H", "H", "H", "H", "C", "O", "N", "N", "H", "H", "H", "H", "C", "O", "N", "N", "H", "H", "H", "H", "C", "O", "N", "N", "H", "H", "H", "H"], "xyz": [[-0.971, 0.556, 2.541], [2.150, 1.787, -3.098], [0.129, 0.420, -0.058], [0.071, 1.454, 0.658], [0.483, 0.284, -1.241], [-0.519, -0.488, 0.550], [-4.242, -1.697, -0.768], [-3.777, -0.510, -1.602], [-2.963, 0.275, -0.728], [-5.048, -2.192, -1.318], [-4.858, -1.363, 0.069], [-3.418, -2.353, -0.498], [-4.570, 0.150, -1.942], [-3.262, -0.974, -2.447], [-2.233, -0.187, -0.309], [1.427, -1.653, 3.096], [0.983, -0.495, 3.243], [1.081, -2.417, 2.068], [2.296, -2.227, 3.945], [0.437, -1.926, 1.473], [1.398, -3.349, 1.869], [2.521, -1.588, 4.692], [2.592, -3.186, 3.933], [3.461, 2.748, 1.743], [4.578, 3.103, 2.007], [2.624, 2.058, 2.590], [2.674, 2.979, 0.613], [2.981, 1.501, 3.352], [1.810, 1.645, 2.179], [2.940, 3.772, 0.048], [1.717, 2.727, 0.739], [0.183, -3.578, -1.629], [0.461, -4.654, -2.142], [-0.784, -3.422, -0.667], [0.904, -2.481, -1.803], [-0.646, -2.526, -0.239], [-1.543, -4.075, -0.603], [0.697, -1.575, -1.407], [1.627, -2.530, -2.501], [-0.564, 3.681, -2.404], [-0.992, 4.613, -3.044], [-0.910, 2.417, -2.619], [0.286, 3.747, -1.311], [-1.607, 2.118, -3.279], [-0.440, 1.743, -2.032], [0.077, 3.054, -0.612], [0.759, 4.613, -1.111]], "lowdin_charge": [0.93, 0.91, -0.85, 0.03, -0.01, 0.00, -0.09, -0.28, -0.10, 0.08, 0.08, 0.05, 0.12, 0.11, 0.02, -0.65, -0.08, 0.20, 0.19, 0.05, 0.13, 0.12, 0.12, -0.65, 0.09, 0.14, 0.13, 0.10, 0.03, 0.10, 0.03, -0.70, 0.04, 0.16, 0.17, 0.04, 0.11, 0.04, 0.12, -0.72, 0.08, 0.16, 0.14, 0.13, 0.02, 0.05, 0.11]}

---

2.
{"formula": "C7H22BGaN4OP", "method": "ωB97M-V/def2-TZVPD", "charge": -1, "homo_ha": -0.124, "mol_weight_g_mol": 289.789, "orbital_gap_ev": 6.364, "lumo_ha": 0.1096, "elements": ["C", "P", "C", "Ga", "C", "C", "C", "C", "N", "C", "N", "N", "B", "N", "O", "H", "H", "H", "H", "H", "H", "H", "H", "H", "H", "H", "H", "H", "H", "H", "H", "H", "H", "H", "H", "H", "H"], "xyz": [[0.487, 2.551, 1.190], [-0.939, 3.086, 0.124], [-2.430, 3.091, 1.257], [-1.250, 1.653, -1.722], [-1.552, -0.334, -1.246], [-1.422, -0.618, 0.256], [-1.062, -2.068, 0.598], [0.367, -2.382, 0.162], [0.955, -3.522, 0.913], [2.052, -3.184, 1.769], [2.127, -3.595, 2.969], [3.099, -2.439, 1.202], [0.416, 2.003, -2.990], [1.481, 1.071, -3.269], [0.515, 3.231, -3.653], [0.893, 3.420, 1.711], [1.290, 2.152, 0.573], [0.226, 1.822, 1.961], [-2.918, 4.058, 1.181], [-2.114, 2.934, 2.287], [-3.123, 2.308, 0.958], [-2.585, 2.214, -2.452], [-0.822, -0.910, -1.823], [-2.530, -0.666, -1.601], [-2.354, -0.330, 0.742], [-0.632, 0.016, 0.668], [-1.122, -2.245, 1.674], [-1.761, -2.732, 0.087], [0.949, -1.465, 0.261], [0.373, -2.631, -0.897], [1.327, -4.167, 0.228], [1.307, -4.168, 3.145], [2.831, -1.498, 0.955], [3.875, -2.420, 1.846], [1.576, 0.369, -2.553], [2.374, 1.522, -3.435], [0.101, 3.872, -3.074]], "lowdin_charge": [-0.43, 0.65, -0.40, 0.27, -0.32, -0.32, -0.21, -0.22, 0.00, -0.56, 0.12, 0.10, -0.74, 0.10, 0.00, 0.00, 0.01, 0.01, -0.01, 0.01, 0.00, -0.08, 0.02, 0.03, 0.10, 0.06, 0.10, 0.10, 0.10, 0.11, 0.11, 0.04, 0.07, 0.08, 0.03, 0.06, 0.04]}

---

3.
{"formula": "C7H22BIrN2O2", "method": "ωB97M-V/def2-TZVPD", "multiplicity": 6, "charge": 1, "homo_ha": [-0.285, -0.487], "mol_weight_g_mol": 369.294, "orbital_gap_ev": [4.338, 6.211], "lumo_ha": [-0.1251, -0.2592], "elements": ["C", "Ir", "N", "N", "H", "H", "H", "H", "H", "H", "H", "H", "H", "H", "C", "C", "C", "O", "B", "O", "C", "C", "C", "H", "H", "H", "H", "H", "H", "H", "H", "H", "H", "H", "H"], "xyz": [[-2.100, 0.137, -1.429], [-0.483, -0.021, -0.474], [1.288, -0.284, 0.706], [0.850, -0.751, -1.883], [1.085, -1.179, 1.169], [-0.414, 1.536, -0.424], [-2.820, 0.737, -0.802], [-2.374, -0.936, -1.633], [-1.973, 0.808, -2.334], [1.140, -1.657, -1.464], [1.641, -0.136, -2.057], [0.394, -0.935, -2.768], [2.119, -0.341, 0.097], [1.419, 0.473, 1.404], [-3.622, 0.335, 3.814], [-2.304, 0.172, 3.108], [-1.437, 1.394, 3.477], [-2.538, 0.174, 1.696], [-1.392, -0.469, 1.235], [-0.804, -1.372, 2.155], [-1.554, -1.191, 3.363], [-0.606, -1.213, 4.541], [-2.516, -2.357, 3.547], [-4.303, -0.496, 3.638], [-4.099, 1.264, 3.482], [-3.437, 0.425, 4.887], [-1.914, 2.292, 3.055], [-1.404, 1.509, 4.572], [-0.394, 1.352, 3.107], [-1.173, -1.001, 5.456], [-0.166, -2.213, 4.658], [0.197, -0.477, 4.459], [-3.281, -2.420, 2.764], [-1.975, -3.311, 3.593], [-3.033, -2.254, 4.512]], "lowdin_charge": [-0.45, 1.60, -0.12, -0.10, 0.06, -0.07, 0.05, 0.05, 0.05, 0.09, 0.08, 0.09, 0.06, 0.09, 0.00, -0.49, 0.00, 0.09, -0.81, 0.02, -0.49, 0.00, -0.01, 0.09, 0.11, 0.10, 0.11, 0.10, 0.08, 0.11, 0.10, 0.09, 0.10, 0.10, 0.10]}

---

4.
{"formula": "C7H22Cl8N3O3P2", "method": "ωB97M-V/def2-TZVPD", "charge": 1, "homo_ha": -0.447, "mol_weight_g_mol": 541.843, "orbital_gap_ev": 8.531, "lumo_ha": -0.1335, "e_above_lowest_ev": 0.000, "elements": ["N", "P", "N", "C", "C", "C", "O", "P", "N", "O", "O", "H", "H", "H", "H", "H", "H", "H", "H", "H", "H", "H", "H", "H", "H", "C", "Cl", "Cl", "H", "H", "C", "Cl", "Cl", "H", "H", "C", "Cl", "Cl", "H", "H", "C", "Cl", "Cl", "H", "H"], "xyz": [[0.698, 3.405, 0.528], [1.072, 3.149, -0.940], [0.164, 1.687, -1.633], [-1.208, 2.143, -2.169], [-2.260, 2.503, -1.126], [-3.226, 1.417, -0.646], [-3.939, 0.798, -1.692], [0.115, 0.191, -0.542], [-0.841, -0.861, -1.072], [1.637, -0.226, -0.465], [-0.042, 0.728, 0.914], [0.267, 4.307, 0.702], [2.363, 2.717, -1.223], [0.718, 4.105, -1.899], [0.702, 1.374, -2.450], [-1.539, 1.379, -2.873], [-0.982, 3.025, -2.768], [-1.792, 2.982, -0.263], [-2.876, 3.270, -1.602], [-3.981, 1.925, -0.046], [-2.749, 0.677, 0.001], [-3.356, 0.327, -2.293], [-1.392, -0.716, -1.899], [2.083, -0.297, -1.331], [-0.426, 1.608, 1.055], [-0.715, -2.843, 0.624], [-2.183, -3.125, 1.566], [-0.235, -4.254, -0.323], [-0.903, -2.022, -0.060], [0.087, -2.606, 1.314], [4.748, 0.990, -1.259], [3.731, 0.488, -2.657], [5.362, 2.622, -1.469], [4.130, 0.949, -0.369], [5.571, 0.290, -1.187], [-3.638, -4.051, 4.929], [-5.351, -4.345, 4.608], [-2.812, -5.475, 5.569], [-3.163, -3.780, 3.995], [-3.560, -3.255, 5.659], [3.805, -2.209, 0.958], [5.117, -1.090, 1.388], [4.374, -3.817, 0.545], [3.133, -2.283, 1.804], [3.292, -1.798, 0.097]], "lowdin_charge": [-0.23, 0.83, -0.24, -0.18, -0.16, -0.26, -0.03, 0.49, -0.08, -0.15, -0.08, 0.03, -0.02, 0.04, 0.11, 0.12, 0.11, 0.10, 0.13, 0.13, 0.10, 0.07, 0.05, -0.01, 0.07, -1.08, 0.55, 0.53, -0.11, 0.02, -1.01, 0.56, 0.57, -0.01, 0.02, -1.04, 0.50, 0.51, -0.05, 0.02, -1.03, 0.55, 0.55, 0.03, -0.02]}

---

5.
{"formula": "C7H23AgBrNO4", "method": "ωB97M-V/def2-TZVPD", "multiplicity": 2, "charge": 1, "homo_ha": [-0.403, -0.403], "mol_weight_g_mol": 373.036, "orbital_gap_ev": [3.320, 2.882], "lumo_ha": [-0.2809, -0.2970], "e_above_lowest_ev": 2.448, "elements": ["Ag", "Br", "C", "C", "C", "O", "H", "H", "H", "H", "H", "H", "H", "H", "O", "H", "H", "O", "H", "H", "C", "C", "C", "O", "C", "N", "H", "H", "H", "H", "H", "H", "H", "H", "H", "H", "H"], "xyz": [[7.057, -2.537, -3.309], [3.529, -2.165, -1.914], [4.482, 1.444, 2.860], [3.540, 2.358, 2.092], [4.296, 3.125, 1.033], [2.685, 1.430, 1.434], [5.112, 2.222, 3.291], [5.076, 0.793, 2.220], [3.846, 0.946, 3.593], [2.988, 3.056, 2.721], [5.017, 3.837, 1.437], [3.650, 3.755, 0.421], [4.823, 2.344, 0.485], [3.020, 1.024, 0.631], [3.099, -3.244, 2.501], [2.305, -2.799, 2.796], [3.343, -2.789, 1.695], [0.190, -5.374, -0.948], [1.062, -5.048, -1.172], [-0.249, -5.485, -1.791], [-2.894, 1.089, -2.463], [-2.982, 0.065, -1.353], [-4.415, -0.222, -0.906], [-5.117, 0.916, -0.242], [-6.517, 0.639, -0.083], [-2.294, -1.193, -1.725], [-1.835, 1.254, -2.664], [-3.332, 1.979, -2.011], [-3.366, 0.745, -3.384], [-2.428, 0.475, -0.509], [-4.334, -0.977, -0.123], [-5.015, -0.571, -1.746], [-6.763, -0.232, 0.525], [-7.004, 0.499, -1.048], [-6.954, 1.507, 0.411], [-1.297, -1.075, -1.840], [-2.322, -1.794, -0.914]], "lowdin_charge": [0.93, 0.09, -0.06, -0.49, -0.07, -0.08, 0.08, 0.08, 0.09, 0.15, 0.08, 0.08, 0.07, 0.07, -0.05, 0.04, 0.00, -0.05, 0.01, 0.03, -0.06, -0.46, -0.16, -0.20, -0.12, 0.03, 0.07, 0.08, 0.08, 0.13, 0.12, 0.12, 0.08, 0.08, 0.09, 0.06, 0.06]}

---

6.
{"formula": "C7H23BeNO7S2", "method": "ωB97M-V/def2-TZVPD", "charge": 2, "homo_ha": -0.550, "mol_weight_g_mol": 306.407, "orbital_gap_ev": 2.169, "lumo_ha": -0.4699, "e_above_lowest_ev": 0.000, "elements": ["Be", "N", "H", "H", "H", "H", "C", "O", "H", "H", "H", "O", "S", "O", "O", "C", "C", "C", "H", "H", "H", "H", "H", "H", "H", "H", "O", "S", "O", "O", "C", "C", "C", "H", "H", "H", "H", "H", "H", "H", "H"], "xyz": [[0.277, 5.693, -0.759], [2.411, 2.536, -2.319], [1.595, 2.647, -2.920], [2.185, 2.889, -1.379], [3.080, 3.153, -2.781], [2.729, 1.566, -2.291], [0.272, 2.585, 0.649], [1.041, 3.624, 0.139], [-0.275, 2.016, -0.108], [0.983, 1.867, 1.089], [-0.454, 2.864, 1.415], [-2.563, -1.591, 2.265], [-1.938, -1.815, 3.551], [-1.733, -3.154, 4.026], [-0.535, -0.911, 3.720], [0.709, -1.527, 3.387], [0.966, -1.475, 1.886], [-2.886, -0.952, 4.816], [0.550, -2.595, 3.552], [1.514, -1.068, 3.954], [1.974, -1.823, 1.642], [0.993, -0.448, 1.509], [0.298, -2.145, 1.346], [-2.346, -1.147, 5.740], [-3.953, -1.166, 4.849], [-2.913, 0.127, 4.658], [2.144, -0.461, -3.125], [1.118, -1.279, -3.695], [1.412, -2.457, -4.475], [0.012, -1.538, -2.554], [-0.153, -0.474, -1.638], [-1.451, -0.751, -0.885], [0.099, -0.237, -4.865], [-0.228, 0.539, -2.050], [0.652, -0.385, -0.903], [-2.151, -0.937, -1.704], [-1.726, 0.094, -0.258], [-1.504, -1.696, -0.349], [0.506, -0.519, -5.832], [0.243, 0.807, -4.588], [-0.955, -0.456, -4.716]], "lowdin_charge": [1.19, 0.34, 0.14, 0.10, 0.16, 0.13, -0.17, -0.29, 0.07, 0.13, 0.11, -0.30, 0.65, -0.26, -0.27, -0.25, -0.07, -0.11, 0.11, 0.13, 0.09, 0.04, 0.08, 0.07, 0.08, 0.07, -0.32, 0.65, -0.23, -0.22, -0.34, -0.05, -0.08, 0.09, 0.09, 0.09, 0.08, 0.08, 0.07, 0.03, 0.07]}